Record 1
Density functional theory data (ωB97M-V with the def2-TZVPD basis set) for a cluster of 2 separate species, C3H12N2O2 in total in a non-equilibrium geometry.

Its multiplicity is 2. As for the total charge: +1. The value obtained for the total energy is -381.14116 Ha. Its expectation value of S² is 0.7551. The molar mass is 108.14 g/mol. The calculation puts the highest occupied orbital energy (spin up / spin down) at -13.931 / -13.542 eV.

Cartesian coordinates (Å):
O -3.354 -2.861 -1.727
O 2.575 1.670 -0.131
N 0.759 -0.414 -1.085
N -0.579 0.119 2.331
C 0.714 0.236 0.195
C 1.166 1.695 0.034
C -0.648 0.140 0.876
H 1.392 -0.008 -1.784
H -1.337 -0.433 2.716
H 0.913 -1.424 -1.103
H -3.815 -2.264 -2.336
H -1.234 1.024 0.593
H 2.837 2.551 -0.425
H 1.490 -0.352 0.730
H 0.667 2.076 -0.853
H -1.170 -0.743 0.468
H 0.937 2.145 0.984
H -3.651 -3.710 -2.070
H 0.286 -0.270 2.679

Forces on atoms 1 to 3 (eV/Å):
O -0.28 0.28 -0.55
O -0.34 0.08 -0.54
N 1.57 -0.50 0.40

---

Record 2
Density functional theory data (ωB97M-V with the def2-TZVPD basis set) for the molecule C19H22N4O3S2 in a non-equilibrium geometry.

Its multiplicity is 1. The value obtained for the total energy is -1978.32716 Ha. The molar mass is 418.54 g/mol. The calculation puts the highest occupied orbital energy at -8.156 eV.

Cartesian coordinates (Å):
S 2.118 -2.474 0.283
S -2.699 -0.388 2.088
O 0.185 2.950 1.288
O -1.441 -2.909 4.117
O 1.467 3.209 -5.403
N -1.328 -1.421 -0.035
N -0.774 -3.218 1.971
N -1.467 0.772 -0.051
N -0.690 -0.976 -1.125
C -0.138 0.604 -3.492
C -0.758 0.330 -1.149
C 0.567 -3.675 2.288
C -2.900 -2.179 2.354
C -1.914 2.092 0.298
C 2.043 4.484 -5.249
C 1.058 1.889 1.606
C 3.081 -1.117 0.701
C 0.413 1.316 -4.530
C -1.179 2.691 1.511
C -0.175 1.140 -2.201
C -1.791 -0.380 0.608
C 0.944 3.112 -3.022
C 1.572 -2.633 1.921
C 2.112 -1.669 2.716
C 0.387 2.393 -1.979
C 0.956 2.587 -4.310
C 2.984 -0.805 2.019
C -1.622 -2.796 2.923
H 3.663 -0.632 -0.058
H 2.065 2.295 1.532
H 3.514 0.009 2.481
H 0.429 2.817 -0.987
H -3.701 -2.260 3.088
H -2.979 2.036 0.550
H 0.884 1.528 2.625
H -3.188 -2.624 1.404
H 1.896 -1.587 3.766
H -1.312 2.035 2.380
H -1.639 3.660 1.728
H 0.441 0.914 -5.530
H 0.597 -3.867 3.364
H 2.380 4.776 -6.242
H 1.374 4.078 -2.812
H 1.312 5.214 -4.886
H 2.901 4.458 -4.569
H 0.968 1.047 0.913
H -0.550 -0.379 -3.656
H 0.759 -4.603 1.740
H -0.932 -2.897 1.012
H -1.782 2.736 -0.574

Forces on atoms 1 to 3 (eV/Å):
S 0.09 0.21 0.63
S -0.22 0.04 0.34
O -0.18 0.22 -0.16